Entry from the Open Molecules 2025 dataset: a cluster of 2 separate species, C5H8O2 in total at a distorted geometry (ωB97M-V/def2-TZVPD).

Computed properties:
* SMILES string: C=C(C)O.C=C=O
* orbital gap: 0.358 hartree

```
! wB97M-V def2-TZVPD RIJCOSX def2/J DEFGRID3
* xyz 0 1
C -0.20120 0.60772 1.76488
C -0.77981 0.54790 0.56738
C -1.59320 -0.60970 0.06343
O -0.62797 1.59450 -0.29668
H 0.39163 1.47440 2.04559
H -0.33121 -0.19973 2.47814
H -2.62187 -0.30155 -0.15540
H -1.16384 -0.99848 -0.86947
H -1.61912 -1.42684 0.79026
H -0.85344 1.32291 -1.19622
C 2.07030 -0.72977 -0.64690
C 1.62156 0.04773 -1.59989
O 1.19478 0.74275 -2.43894
H 2.87802 -1.41293 -0.84898
H 1.63536 -0.65891 0.34281
*
```

=====

Entry from the Open Molecules 2025 dataset: an isolated molecule of CH3Br2OP at a distorted geometry (ωB97M-V/def2-TZVPD).

Computed properties:
* orbital gap (spin up / spin down): 0.294 / 0.258 hartree

```
! wB97M-V def2-TZVPD RIJCOSX def2/J DEFGRID3
* xyz 0 1
C 1.68081 -0.22008 -0.38468
O 0.87082 -0.60866 0.67985
P -3.28762 -0.28736 1.00647
Br -3.40532 1.86726 0.73023
Br -1.27388 -0.63813 0.00883
H 2.11017 -1.07743 -0.97289
H 2.42093 0.56258 -0.08976
H 0.88408 0.40182 -0.97805
*
```

=====

Entry from the Open Molecules 2025 dataset: a cluster of 12 separate species, C12H48O18 in total at a distorted geometry (ωB97M-V/def2-TZVPD).

Computed properties:
* orbital gap (spin up / spin down): 0.065 / 0.329 hartree

```
! wB97M-V def2-TZVPD RIJCOSX def2/J DEFGRID3
* xyz -1 2
O -2.01260 22.61192 -5.83746
H -1.14892 22.93705 -5.58333
H -2.58869 23.37199 -5.75594
O -4.68605 19.70086 -10.56595
H -4.89181 20.52731 -11.00285
H -4.64830 19.05795 -11.27410
O -5.85139 18.93077 -6.41646
H -4.97220 18.96642 -6.03966
H -6.25537 19.76039 -6.16200
O -3.34026 20.08788 -7.22934
H -3.83043 20.25974 -8.03335
H -2.58857 20.67869 -7.27561
O -3.76108 18.78584 -4.30344
H -2.88056 19.06510 -4.55432
H -3.83095 19.01591 -3.37693
O -0.90294 19.07714 -8.51727
H -1.74963 18.94411 -8.09106
H -0.45405 18.23658 -8.42687
C -3.48694 24.09976 -8.89265
C -3.15837 25.36480 -7.97769
O -3.37599 25.20263 -6.64030
O -2.72289 22.96613 -8.49982
H -3.16196 24.38085 -9.89439
H -4.56060 23.91527 -8.85635
H -3.82676 26.16329 -8.29980
H -2.16034 25.76332 -8.15992
H -3.31316 26.09103 -6.28196
H -2.64040 22.95126 -7.54349
C -7.13265 23.29049 -10.32530
C -6.91599 22.30559 -9.09153
O -7.70609 21.15734 -9.21243
O -7.07429 22.64573 -11.59249
H -6.36946 24.05557 -10.18281
H -8.15352 23.65641 -10.21559
H -7.10408 22.60998 -8.06193
H -5.90681 21.90828 -9.20008
H -7.51143 20.81027 -10.08607
H -7.07271 23.33886 -12.25670
C 0.71872 19.86267 -5.08983
C 0.06424 20.26183 -3.75742
O -1.32879 20.49856 -3.99692
O 0.86130 21.08176 -5.86279
H 0.09467 19.21776 -5.70850
H 1.64541 19.35205 -4.82791
H 0.52945 21.20314 -3.46484
H 0.36405 19.63160 -2.92015
H -1.38124 20.92860 -4.85361
H 1.34225 20.77995 -6.63687
C -3.23688 15.36701 -8.78825
C -3.88776 16.49151 -9.63701
O -4.38099 17.57283 -8.86432
O -4.31556 14.81154 -8.09067
H -2.59596 15.90731 -8.09154
H -2.63900 14.63997 -9.33783
H -4.55371 16.07875 -10.39479
H -3.04451 16.93339 -10.16784
H -4.53428 18.32029 -9.44691
H -4.04768 13.89321 -8.01004
C -6.28204 23.46933 -5.46653
C -6.09979 21.91808 -5.49961
O -7.34600 21.20146 -5.59340
O -7.40782 23.88629 -4.69183
H -6.40570 23.70663 -6.52318
H -5.40963 24.01359 -5.10489
H -5.54723 21.54089 -4.63909
H -5.36587 21.57670 -6.22963
H -8.01270 21.69884 -5.11411
H -7.22444 24.75429 -4.32503
C 0.23599 21.76416 -10.30524
C 0.35293 22.39191 -8.93642
O -0.19574 23.67370 -8.90748
O -1.00168 20.97579 -10.26386
H 1.00233 20.99744 -10.41906
H 0.32945 22.45540 -11.14283
H 1.37511 22.48521 -8.56959
H -0.20709 21.77180 -8.23646
H -1.14951 23.62211 -9.00371
H -0.95311 20.33537 -9.55034
*
```

=====

Entry from the Open Molecules 2025 dataset: a structure of composition C45H34N7O3PS2Se2Ti at a distorted geometry (ωB97M-V/def2-TZVPD).

Computed properties:
* orbital gap: 0.211 hartree

```
! wB97M-V def2-TZVPD RIJCOSX def2/J DEFGRID3
* xyz 0 1
Ti 0.05962 -1.81471 0.52699
N 1.19303 -1.45317 4.13363
C 1.99417 -0.97490 3.18329
N 1.70137 -0.91806 1.89658
C 2.79534 -0.45643 1.17908
C 3.86684 -0.07652 1.90278
S 3.56558 -0.35116 3.57858
C 2.74447 -0.46467 -0.27136
C 3.81979 -0.41360 -1.08568
S 3.32037 -0.47868 -2.73204
C 1.67518 -0.59234 -2.21208
N 1.51751 -0.61708 -0.90373
N 0.67487 -0.56300 -3.10819
H 1.47964 -1.42187 5.09443
H 0.21669 -1.70626 3.90591
H 4.79277 0.34487 1.54822
H 4.86026 -0.39938 -0.80939
H 0.83854 -0.81789 -4.06429
H -0.27575 -0.47608 -2.78472
O 3.26978 -3.80080 -0.97348
C 2.14511 -3.45594 -0.67253
O 1.68826 -3.08774 0.46408
C 1.05768 -3.48356 -1.74206
C 1.33034 -4.05753 -2.99602
C 0.30613 -4.15992 -3.88840
C -0.99453 -3.75152 -3.51378
C -2.09575 -3.92940 -4.37998
C -3.35623 -3.60053 -3.96690
C -3.55746 -3.09571 -2.66991
C -2.50937 -2.89283 -1.81074
C -1.19492 -3.19294 -2.22691
N -0.12189 -3.00614 -1.38634
H 2.33753 -4.39561 -3.19169
H 0.45891 -4.58471 -4.87456
H -1.91983 -4.34879 -5.36403
H -4.20619 -3.74154 -4.62244
H -4.56149 -2.86703 -2.33702
H -2.68365 -2.50145 -0.81977
Se -1.90573 -1.84589 3.35425
Se -4.26435 0.73407 0.54797
C -2.93265 1.07891 1.76297
C -3.31446 1.71956 2.97585
C -2.42842 2.00767 3.96438
C -1.07784 1.65556 3.80350
C -0.70867 1.04074 2.65746
N -1.58285 0.75036 1.64986
C -1.90398 -3.42625 2.38839
C -2.80737 -4.46631 2.69159
C -2.68915 -5.68306 2.07298
C -1.65550 -5.87755 1.14756
C -0.84840 -4.81026 0.85214
N -0.99575 -3.59072 1.41027
H -4.36303 1.95439 3.06746
H -2.76661 2.49386 4.87178
H -0.33123 1.86591 4.55632
H 0.30108 0.74030 2.45198
H -3.56285 -4.27756 3.44049
H -3.37217 -6.48778 2.31585
H -1.48864 -6.83043 0.66583
H -0.03947 -4.90655 0.14770
O -1.67444 -1.15133 0.24086
C -1.03865 0.02129 0.47149
C -1.02052 0.91489 -0.75727
C -1.86553 0.57521 -1.82059
C -1.96161 1.36629 -2.94865
C -1.24148 2.54986 -3.03248
C -0.39596 2.89921 -1.99826
C -0.24049 2.08203 -0.87142
P 1.03237 2.48806 0.38218
C 2.28274 3.39995 -0.60961
C 3.04480 4.40891 -0.01557
C 4.09346 5.00654 -0.69833
C 4.41274 4.60139 -1.98652
C 3.67143 3.59396 -2.58335
C 2.61882 2.99990 -1.90246
C 0.21461 3.79219 1.37713
C 0.86337 4.21549 2.53982
C 0.26847 5.12460 3.39846
C -1.01002 5.59671 3.12917
C -1.67833 5.15680 1.99725
C -1.06955 4.26548 1.12250
H -2.49070 -0.30077 -1.72018
H -2.63628 1.07693 -3.74641
H -1.33889 3.19757 -3.89515
H 0.17986 3.81351 -2.07170
H 2.81246 4.74861 0.98445
H 4.65986 5.79684 -0.22000
H 5.22865 5.07153 -2.52149
H 3.90638 3.26707 -3.58970
H 2.04077 2.22772 -2.39463
H 1.83535 3.80259 2.79421
H 0.79236 5.44613 4.29049
H -1.48793 6.29221 3.80767
H -2.68454 5.49981 1.79011
H -1.61824 3.91850 0.25589
*
```

=====

Entry from the Open Molecules 2025 dataset: an isolated molecule of C15H18BrClN2S2 at a distorted geometry (ωB97M-V/def2-TZVPD).

Computed properties:
* SMILES string: S=C1SCN(C2CCCCC2)CN1c1ccc(Br)c(Cl)c1
* orbital gap: 0.309 hartree

```
! wB97M-V def2-TZVPD RIJCOSX def2/J DEFGRID3
* xyz 0 1
S -2.60120 0.29609 4.12488
C -1.87025 -0.31479 2.71836
S -1.66432 -2.04875 2.65003
C -0.05204 -2.05579 1.70530
N 0.17975 -0.93122 0.76520
C 1.33968 -1.01466 -0.11449
C 2.06943 0.33754 -0.03581
C 3.26004 0.38532 -1.01961
C 2.82400 0.06430 -2.47035
C 2.17377 -1.29513 -2.54799
C 0.96960 -1.37263 -1.57584
C -0.97945 -0.06418 0.44410
N -1.45533 0.53253 1.70478
C -1.16501 1.84641 2.03709
C -1.90021 2.90199 1.57086
C -1.48277 4.18812 1.90310
C -0.33214 4.51786 2.65906
Br -0.02025 6.35461 3.14703
C 0.42060 3.43646 3.13193
Cl 1.80657 3.63165 4.15559
C -0.02104 2.11605 2.82212
H 0.74796 -2.05609 2.44713
H 0.03281 -2.96417 1.09258
H 2.04925 -1.76589 0.23905
H 2.45054 0.48182 0.98490
H 1.37471 1.11582 -0.23664
H 3.77289 1.35846 -0.98385
H 3.99211 -0.33468 -0.65740
H 2.17262 0.84412 -2.88906
H 3.73425 0.09347 -3.06700
H 1.86258 -1.47603 -3.55509
H 2.88019 -2.06031 -2.33717
H 0.60776 -2.41167 -1.57674
H 0.18522 -0.74959 -1.98731
H -0.70070 0.74878 -0.26810
H -1.74908 -0.69522 -0.00206
H -2.78736 2.70894 0.95931
H -2.06881 5.01892 1.53005
H 0.58150 1.26946 3.16995
*
```

=====

Entry from the Open Molecules 2025 dataset: a structure of composition C46H112Hg2N10O14 at a distorted geometry (ωB97M-V/def2-TZVPD).

Computed properties:
* orbital gap (spin up / spin down): 0.153 / 0.218 hartree

```
! wB97M-V def2-TZVPD RIJCOSX def2/J DEFGRID3
* xyz 1 2
Hg -20.72011 5.97472 -5.46626
Hg -14.62404 -0.09194 -5.15271
C -16.70811 3.91492 -4.86855
C -16.18763 2.61352 -5.13041
C -17.22152 1.57812 -5.72998
O -16.72270 0.48712 -5.94144
C -18.62844 1.92215 -5.92320
C -19.04606 3.18702 -5.58393
C -18.03031 4.21053 -4.96192
O -18.37200 5.37450 -4.52756
O -20.19209 3.56144 -6.02529
O -15.02305 2.25066 -4.96110
H -16.05326 4.69602 -4.51154
H -19.20855 1.21661 -6.49948
C -16.24180 11.03137 -2.15144
C -15.59720 11.23609 -3.58901
C -15.72985 9.98471 -4.44424
O -15.05673 8.92557 -3.74872
C -14.91702 7.80715 -4.61219
N -16.34164 12.30303 -4.23763
H -15.62552 10.36735 -1.54531
H -17.26076 10.66461 -2.27512
H -16.35720 11.96329 -1.59799
H -14.58641 11.63678 -3.51244
H -15.23194 10.20153 -5.38932
H -16.75635 9.69516 -4.66909
H -14.86348 7.97468 -5.68791
H -15.86925 7.28242 -4.68971
H -14.12192 7.10995 -4.34796
H -15.84012 12.70933 -5.01448
H -16.20134 13.09266 -3.62370
C -18.91300 8.55769 -3.03527
C -20.13077 7.61266 -2.90268
C -20.96188 7.98002 -1.69681
O -22.12267 7.14014 -1.66534
C -22.97436 7.43226 -0.55608
N -20.96502 7.75453 -4.11898
H -18.42388 8.53074 -2.06155
H -19.22467 9.57634 -3.26616
H -18.18257 8.16738 -3.74395
H -19.76694 6.59371 -2.77050
H -21.36006 8.98924 -1.80175
H -20.35290 8.07142 -0.79743
H -23.81034 6.73302 -0.57332
H -23.42088 8.42389 -0.62953
H -22.48991 7.28039 0.40846
H -20.96451 8.73248 -4.37140
H -21.85084 7.62580 -3.65117
C -22.10912 0.92717 -8.44394
C -23.18938 1.83318 -7.71836
C -23.44929 1.51742 -6.24141
O -23.98097 0.17287 -6.25452
C -24.40631 -0.17319 -4.98889
N -22.58330 3.18567 -7.89841
H -22.17915 1.08894 -9.51959
H -22.28994 -0.12839 -8.24096
H -21.09176 1.15574 -8.12639
H -24.12530 1.65434 -8.24766
H -24.22466 2.19785 -5.88942
H -22.66438 1.70250 -5.50809
H -25.10029 -1.01258 -5.03277
H -24.92896 0.68151 -4.55945
H -23.59989 -0.46026 -4.31408
H -23.18367 3.85367 -7.43643
H -21.72892 3.14980 -7.36097
C -20.43378 3.72403 -1.69101
C -21.39968 3.47220 -2.79335
C -22.72367 2.82650 -2.37854
O -23.30550 3.81088 -1.51394
C -24.45685 3.30256 -0.86910
N -21.65933 4.73674 -3.56160
H -20.82562 4.55812 -1.10890
H -19.51761 4.11289 -2.13546
H -20.22647 2.85877 -1.06138
H -20.89441 2.75414 -3.43926
H -22.52084 1.82527 -1.99841
H -23.40789 2.72006 -3.22033
H -25.02311 4.10089 -0.38939
H -24.16859 2.62233 -0.06767
H -25.12551 2.86954 -1.61306
H -22.05390 5.43842 -2.95163
H -22.51239 4.40849 -3.99128
C -14.82883 5.33058 -8.76502
C -15.87714 6.42094 -8.75256
C -16.26465 6.96659 -10.15910
O -15.10550 7.61882 -10.69003
C -15.28021 8.15112 -12.00727
N -16.99800 5.80663 -7.99148
H -13.87661 5.64359 -9.19329
H -15.15512 4.45721 -9.32970
H -14.55733 4.81258 -7.84520
H -15.47843 7.19614 -8.09819
H -17.03805 7.73318 -10.11138
H -16.55757 6.08589 -10.73064
H -14.50584 8.86923 -12.27699
H -16.22657 8.67114 -12.15588
H -15.12550 7.33953 -12.71825
H -17.39414 4.99009 -8.43470
H -16.66402 5.42806 -7.11669
C -17.14819 2.19247 -9.48892
C -18.22224 2.99979 -10.23737
C -19.35400 2.24317 -10.98530
O -18.73132 1.42410 -11.97928
C -19.62376 0.61870 -12.72809
N -18.83334 3.91056 -9.20561
H -16.65692 2.92000 -8.84282
H -16.41518 1.76496 -10.17306
H -17.57808 1.33899 -8.96465
H -17.64951 3.56851 -10.96993
H -20.02022 2.95508 -11.47257
H -19.93505 1.64959 -10.27951
H -18.99640 -0.11957 -13.22757
H -20.19448 1.25102 -13.40821
H -20.36729 0.09594 -12.12644
H -19.38489 3.40026 -8.53071
H -19.50317 4.57961 -9.55747
C -20.85880 -1.47134 -5.85285
C -19.49664 -2.14270 -6.19811
C -18.80079 -1.81057 -7.55065
O -19.51310 -2.27245 -8.65645
C -18.90879 -1.91727 -9.90880
N -18.55922 -1.80316 -5.13883
H -21.60635 -1.61648 -6.63272
H -20.70707 -0.41289 -5.64130
H -21.42044 -1.90753 -5.02677
H -19.74595 -3.20367 -6.18171
H -17.89175 -2.41128 -7.58030
H -18.67458 -0.73193 -7.64396
H -19.41599 -2.34633 -10.77295
H -17.86745 -2.22293 -10.01017
H -19.00170 -0.84374 -10.07310
H -19.07793 -1.89467 -4.27705
H -18.25904 -0.84184 -5.21540
C -15.40927 0.88746 -1.84914
C -16.35903 -0.30894 -2.14885
C -17.76328 0.24131 -2.36868
O -18.69325 -0.85502 -2.42637
C -20.07369 -0.55917 -2.19390
N -15.94264 -1.00162 -3.32932
H -14.34497 0.68010 -1.96032
H -15.47507 1.37850 -0.87823
H -15.71494 1.62488 -2.59135
H -16.30455 -1.03255 -1.33551
H -17.82215 0.84464 -3.27456
H -18.06189 0.90317 -1.55574
H -20.42487 0.12704 -2.96455
H -20.17009 -0.23619 -1.15733
H -20.62682 -1.45393 -2.47949
H -15.26751 -1.69250 -3.03439
H -16.78930 -1.52194 -3.50967
C -14.89402 -2.82519 -8.61723
C -14.27221 -1.78295 -7.64180
C -14.61720 -0.36279 -8.04468
O -13.98177 0.62445 -7.16142
C -13.49887 1.76678 -7.78674
N -14.90068 -2.08840 -6.35070
H -14.68133 -3.85203 -8.31977
H -14.49061 -2.76491 -9.62803
H -15.97807 -2.71739 -8.58109
H -13.19052 -1.75980 -7.50940
H -15.70532 -0.41203 -8.08546
H -14.21947 -0.17906 -9.04275
H -14.36336 2.37853 -8.04465
H -12.92948 1.56570 -8.69418
H -12.92368 2.34449 -7.06320
H -14.45608 -2.87000 -5.89077
H -15.73670 -2.56631 -6.65529
C -16.70754 6.02070 -1.04637
C -15.19796 5.85932 -1.11441
C -14.63842 4.89225 -2.14343
O -13.28505 4.59184 -1.77269
C -12.75851 3.55061 -2.53254
N -14.63578 7.18867 -1.33515
H -17.03409 6.90960 -0.50662
H -17.28738 5.17275 -0.68186
H -17.27259 6.10248 -1.97488
H -14.77043 5.59255 -0.14790
H -14.56078 5.39064 -3.10970
H -15.16062 3.94278 -2.26136
H -13.35109 2.63694 -2.57908
H -11.80524 3.31347 -2.06017
H -12.61617 3.92347 -3.54685
H -15.06894 7.63504 -2.13090
H -13.68784 7.05177 -1.65572
*
```